No. 1
ORCA calculation (wB97M-V/def2-TZVPD) on a 2-piece molecular cluster, C9H16N3 overall at a distorted geometry.

Summary:
DFT total energy: -14051.7582 eV
E_HOMO: -11.0 eV
energy above the lowest of the compared OMol25 structures with the same formula, charge and spin: 612.26 kJ/mol
charge: +1

```
28
Properties=species:S:1:pos:R:3:forces:R:3
C 2.040307 -0.552510 1.620206 1.3001 1.0599 0.0899
C 3.167770 -1.000369 1.012983 -0.5089 -0.4353 0.2966
C 1.429304 -1.609802 -0.302632 0.2389 0.7870 1.3283
C 0.957656 -0.836248 0.796627 -0.8986 -0.7719 -0.8191
C 0.652055 1.242671 -1.542023 0.4359 -1.0345 -2.6633
C 0.061087 2.557905 -1.171850 1.6807 2.2456 1.4124
C -0.516182 1.328371 -0.729603 -3.4497 -2.3470 2.4907
C -2.713083 -0.878299 1.529502 -1.2750 2.2793 2.2510
C -0.368259 -0.349350 1.181085 -0.5155 -0.3497 -0.2890
N 2.805119 -1.714517 -0.070207 -1.4365 0.4291 -1.2065
N -1.799922 1.044320 -1.585255 1.4168 -0.3914 -1.6637
N -1.403339 -1.178390 1.103174 1.0460 -2.2537 -0.8380
H 2.065563 0.078961 2.469678 -0.2831 0.3215 0.7176
H 4.198081 -0.860352 1.193243 0.7514 0.0744 0.5310
H 0.920560 -2.030855 -1.181381 0.5184 0.2750 0.6178
H 0.645460 0.835472 -2.562386 -0.0210 0.2592 0.2876
H 1.450641 0.886992 -0.937736 1.0650 0.1127 -0.0078
H 0.783012 2.978378 -0.422921 -1.3891 0.7081 -0.8637
H -0.642048 3.166851 -1.757852 1.1959 0.1237 -0.0897
H -2.748576 0.097003 2.213689 0.2450 -2.0757 -1.5483
H -3.345319 -0.718468 0.686113 -0.6486 0.4498 -0.7612
H -3.220131 -1.665525 2.091042 0.5213 -0.1502 0.1130
H -0.542717 0.386827 1.985753 0.7335 0.0155 -0.8732
H 3.487604 -1.751423 -0.794110 0.1560 -0.8210 -0.7467
H -2.669545 1.006539 -1.069082 -0.0672 0.2218 -0.0163
H -1.548165 0.131217 -1.950995 -0.6370 -0.6036 0.3303
H -1.260410 -2.147854 0.712260 -0.0315 1.7355 0.4590
H -1.886524 1.552457 -2.517323 -0.1433 0.1358 1.4613
```
Positions in Å, forces in eV/Å.



No. 2
ORCA calculation (wB97M-V/def2-TZVPD) on a 2-piece molecular cluster, C9H16N3 overall at a distorted geometry.

Summary:
DFT total energy: -14056.8268 eV
E_HOMO: -11.6 eV
energy above the lowest of the compared OMol25 structures with the same formula, charge and spin: 123.22 kJ/mol
charge: +1

```
28
Properties=species:S:1:pos:R:3:forces:R:3
C -2.597167 0.425652 1.364685 -0.5359 0.5163 0.5874
C -2.721609 -0.506925 -0.923791 -0.8208 0.5047 0.2282
N -2.561035 -1.555169 -1.707590 0.6741 -1.9826 -0.8343
N -2.527648 -0.639217 0.388678 0.4744 -0.4530 -0.5177
N -3.161459 0.654818 -1.379990 -0.2261 1.1880 0.4341
H -2.078597 -2.380708 -1.370719 -0.0582 0.3807 0.3922
H -2.831599 -1.736175 -2.671227 -0.2250 1.1406 0.3404
H -2.355834 -1.588188 0.689391 0.0416 0.2743 0.2643
H -3.351166 1.405327 -0.737070 0.0916 -0.1964 0.3581
H -3.375477 0.956844 -2.306578 0.2598 -0.7524 -0.7451
H -1.912925 1.264704 1.242610 0.3058 -0.2491 -0.5790
H -2.368074 0.034167 2.352706 -0.1645 -0.2199 -0.1048
H -3.608379 0.844733 1.380545 0.0137 -0.1237 0.1946
C 2.947332 2.311119 0.071338 0.5349 0.0284 -0.6386
C 1.817738 -1.864460 0.551271 -0.4197 1.1694 -2.0558
C 3.144390 -1.467277 0.385237 0.0504 -0.5473 0.0852
C 0.862976 -0.855328 0.344994 -0.4406 0.0793 1.2927
C 3.490675 -0.127586 0.361341 -0.2995 0.8200 -0.9807
C 1.181590 0.492594 0.325650 1.1637 0.4726 -0.1910
C 2.524228 0.880845 0.256149 0.0034 -0.4285 1.0601
H 1.492840 -2.889813 0.447067 0.2599 -0.1494 0.2871
H 3.884362 -2.204559 0.089059 0.1518 -0.0532 0.7815
H -0.193983 -1.061053 0.276292 -0.0263 -0.4780 0.2180
H 4.509875 0.212501 0.227406 0.1809 -0.4269 0.0525
H 0.477543 1.315939 0.393691 -0.4553 -0.3535 -0.4408
H 3.984205 2.326551 -0.271199 -0.0092 -0.0319 -0.0452
H 2.951318 2.954537 0.943579 -0.3867 -0.1235 0.3838
H 2.375880 2.796126 -0.723525 -0.1381 -0.0050 0.1726
```
Positions in Å, forces in eV/Å.



No. 3
ORCA calculation (wB97M-V/def2-TZVPD) on a 2-piece molecular cluster, C9H16N3O overall at a distorted geometry.

Summary:
DFT total energy: -16101.9341 eV
E_HOMO: -11.6 eV
energy above the lowest of the compared OMol25 structures with the same formula, charge and spin: 316.21 kJ/mol
charge: +1

```
29
Properties=species:S:1:pos:R:3:forces:R:3
C -2.854589 0.408624 -2.634072 2.5560 1.3107 -6.3422
C -2.588140 0.581611 -0.221234 2.3026 -0.9148 0.7738
N -3.323662 0.681612 -1.329982 -0.4770 0.1005 1.1969
N -1.466375 -0.184356 -0.238441 -0.5150 -0.2180 0.6380
N -2.785353 1.326079 0.896679 -2.2837 1.9260 -4.5359
H -4.294301 0.962848 -1.245174 0.3214 0.2384 0.1090
H -1.345407 -1.000058 -0.817659 -0.5221 0.2050 -0.5407
H -0.920910 -0.320882 0.615696 -0.3880 0.6814 -0.1019
H -3.283226 2.223787 0.727983 0.4634 -1.2161 0.6459
H -2.582146 1.053381 1.788976 0.9760 -0.9884 2.5061
H -2.695883 1.424520 -3.253039 -1.1552 -1.5776 1.4461
H -3.608372 -0.199198 -3.445291 2.3538 1.1580 2.9514
H -1.619819 0.242714 -2.802752 -3.6418 -0.7386 1.1757
C 3.751266 -0.128322 -1.004594 -2.8423 -3.2592 -2.2786
C 0.770682 -0.526651 1.964888 0.5120 -1.6376 0.9750
C 1.255438 -1.800521 1.516222 1.5285 3.4115 -2.8451
C 1.502588 0.656290 1.811176 -1.9200 2.2796 -0.3403
C 2.243714 -1.625403 0.466336 -0.1693 -2.2578 0.3747
C 2.474634 0.698003 0.850632 1.8727 0.3766 0.7072
C 2.794016 -0.421848 0.129565 0.5985 0.4864 -0.6277
O -0.443565 -0.395439 2.626029 -0.7061 -3.1104 2.8620
H 0.882481 -2.794032 1.575345 -0.7830 -0.3504 0.7783
H -0.576924 -1.222120 3.313872 0.5022 3.0480 -2.6352
H 1.091799 1.700077 2.137326 0.7110 -2.3613 0.1171
H 2.654372 -2.504023 -0.116922 -0.8098 0.7736 0.9367
H 3.270689 1.464766 0.728910 -1.4861 0.3245 0.2111
H 3.502009 0.826927 -1.393081 0.3591 1.0295 -0.1865
H 3.443199 -0.850876 -1.908469 1.0819 1.3055 1.8674
H 4.751788 -0.277510 -0.738925 1.5604 -0.0250 0.1618
```
Positions in Å, forces in eV/Å.



No. 4
ORCA calculation (wB97M-V/def2-TZVPD) on an isolated ion of composition C9H16N4 and charge +2 at a distorted geometry.

Summary:
SMILES: C[C@@H]1CC[N@+]12CC[n+]1c[nH]nc1C2
DFT total energy: -15534.3553 eV
E_HOMO: -19.1 eV
energy above the lowest of the compared OMol25 structures with the same formula, charge and spin: 0.00 kJ/mol
charge: +2

```
29
Properties=species:S:1:pos:R:3:forces:R:3
C 2.260261 -0.198092 1.344297 -1.4410 3.0553 -1.2344
C 1.544638 -0.870309 0.234832 1.1905 2.6547 -1.3734
C 2.079916 -0.825513 -1.186855 -1.6817 -0.0066 -0.9763
C 0.653459 -0.424097 -1.694009 -0.2632 -1.6533 0.2840
N 0.203250 -0.266899 -0.218092 -0.8834 -0.9311 -0.5921
C -0.103666 1.067228 0.300962 -1.0944 2.5951 0.7145
C -1.528072 1.638707 0.019951 0.8403 0.1147 -0.6113
N -2.522079 0.640615 0.190143 -3.1783 -1.8650 -0.2549
C -3.870548 0.669012 -0.011724 -1.1643 2.3892 1.6638
N -4.387958 -0.532799 -0.025900 4.1433 -0.9919 -0.9834
N -3.275308 -1.444563 -0.045299 -1.4901 0.5211 0.8143
C -2.243871 -0.692058 0.179408 0.2844 -0.6197 -0.7001
C -0.847840 -1.208311 0.352604 -0.4532 3.7685 2.4304
H 2.561655 0.887091 1.205461 -0.0820 -1.4311 -0.3919
H 3.056643 -0.805004 1.514119 2.6543 -1.4401 0.8969
H 1.633943 -0.166574 2.181809 -0.7271 -0.3062 1.7217
H 1.336583 -1.851694 0.457078 -0.5126 -2.2408 0.8182
H 2.309718 -1.793981 -1.540576 0.5913 -0.9811 -0.3799
H 2.843514 -0.155416 -1.499606 0.6195 0.7250 0.2807
H 0.556790 0.483455 -2.245400 -0.0927 0.6964 -0.2295
H 0.052639 -1.242779 -2.203097 0.7763 0.9987 0.7138
H 0.431329 2.009311 -0.040701 0.7196 -1.9490 0.2132
H -0.006691 0.948172 1.396510 0.0631 0.4811 -0.5277
H -1.681574 2.467910 0.668985 -0.0458 0.5116 0.9586
H -1.691556 2.078799 -0.960781 0.5637 -0.2335 -0.4058
H -4.500062 1.576125 0.140852 0.7000 -0.6375 -0.7016
H -5.293077 -0.863417 -0.334719 -0.2729 0.0481 0.2425
H -0.594810 -1.128854 1.467068 -0.5466 -0.7045 -1.3431
H -0.863828 -2.169387 0.009909 0.7830 -2.5681 -1.0469
```
Positions in Å, forces in eV/Å.